[1]
Density functional theory data (the ωB97M-V functional and the def2-TZVPD basis) for one molecule with the formula C4H11NO2 in a non-equilibrium geometry.

Its SMILES is C[C@@H](O)ON(C)C. The relative energy (zero: lowest compared OMol25 entry of this formula, charge and spin) comes out at 3.937 eV.

ORCA input file:
```
! wB97M-V def2-TZVPD RIJCOSX def2/J DEFGRID3
* xyz 0 1
C 2.39394 -0.82974 0.17940
C 1.18330 0.08258 0.21716
O 1.50472 1.37309 -0.32625
O 0.14032 -0.50231 -0.32940
N -1.19162 -0.10739 0.45769
C -2.14054 -0.99016 -0.17871
C -1.38348 1.24115 0.11100
H 2.73957 -1.27327 -0.72073
H 3.19834 -0.30821 0.53046
H 2.01312 -1.61936 0.93945
H 1.06244 0.23374 1.28809
H 2.00128 1.40288 -1.11948
H -1.96426 -2.08740 0.04355
H -3.14304 -0.61349 -0.01528
H -1.82339 -0.86397 -1.22002
H -0.91903 1.87922 0.80316
H -1.21453 1.53646 -0.97173
H -2.45713 1.44618 0.31164
*
```


[2]
Density functional theory data (the ωB97M-V functional and the def2-TZVPD basis) for a 2-piece molecular cluster, C4H11NO2 overall in a non-equilibrium geometry.

Its SMILES is CCCC(N)=O.O. The relative energy (zero: lowest compared OMol25 entry of this formula, charge and spin) comes out at 0.897 eV.

ORCA input file:
```
! wB97M-V def2-TZVPD RIJCOSX def2/J DEFGRID3
* xyz 0 1
C -2.01529 -0.30559 0.40217
C -0.60906 -1.01286 0.53525
C 0.43599 0.04492 0.83027
C 1.86063 -0.37237 0.58911
N 2.12672 -1.21706 -0.51217
O 2.78782 0.34603 1.00534
H -2.11174 0.45018 1.22645
H -2.88879 -0.97940 0.38036
H -2.03084 0.17418 -0.56310
H -0.54550 -1.93382 1.16282
H -0.28246 -1.45733 -0.45998
H 0.25208 0.86703 0.10311
H 0.24893 0.54069 1.78461
H 1.51691 -1.81396 -1.05247
H 3.10658 -1.25272 -0.66894
O -0.89568 2.43600 -1.35016
H -1.05911 3.07323 -2.08969
H 0.10281 2.41284 -1.32299
*
```


[3]
Density functional theory data (the ωB97M-V functional and the def2-TZVPD basis) for one molecule with the formula C4H11NO2 in a non-equilibrium geometry.

Its SMILES is OCCCNCO. The relative energy (zero: lowest compared OMol25 entry of this formula, charge and spin) comes out at 2.935 eV.

ORCA input file:
```
! wB97M-V def2-TZVPD RIJCOSX def2/J DEFGRID3
* xyz 0 1
O -2.31002 0.49259 -0.21845
C -1.97315 -0.29297 0.93681
C -0.55616 -0.02642 1.41556
C 0.57030 0.44268 0.54940
N 1.05016 -0.58597 -0.45507
C 1.49022 0.05705 -1.70061
O 2.54951 -0.87394 -2.33438
H -2.59533 1.38004 0.15766
H -2.51955 -0.11164 1.83337
H -2.21407 -1.27014 0.72434
H -0.21718 -0.83291 2.16461
H -0.84030 1.04671 1.89781
H 1.45391 0.81859 1.23684
H 0.27837 1.35671 0.05544
H 0.34718 -1.27097 -0.68528
H 2.04433 0.92746 -1.46004
H 0.74052 0.33649 -2.44951
H 2.70126 -1.59335 -1.66851
*
```


[4]
Density functional theory data (the ωB97M-V functional and the def2-TZVPD basis) for a 2-piece molecular cluster, C4H11NO2 overall in a non-equilibrium geometry.

Its SMILES is CC(C)C(N)=O.O. The relative energy (zero: lowest compared OMol25 entry of this formula, charge and spin) comes out at 0.261 eV.

ORCA input file:
```
! wB97M-V def2-TZVPD RIJCOSX def2/J DEFGRID3
* xyz 0 1
C -1.32232 0.33533 0.85652
C -0.11363 0.63858 -0.00475
C 0.39363 2.05279 0.28886
C 0.99026 -0.41675 0.00306
N 1.23341 -1.08457 1.17383
O 1.62981 -0.62978 -1.00860
H -1.03324 0.21633 1.90560
H -2.08477 1.10603 0.77342
H -1.81986 -0.60386 0.61085
H -0.31673 0.57225 -1.07525
H 1.20229 2.43002 -0.33137
H 0.73343 2.08776 1.31315
H -0.46638 2.71486 0.18706
H 0.49125 -0.99733 1.84543
H 1.76507 -1.93168 1.06404
O -0.41532 -2.57724 -2.38304
H 0.26163 -1.99027 -2.76288
H -1.12854 -1.92247 -2.45595
*
```


Number 1: DFT total energy -364.12350 a.u., HOMO-LUMO gap 10.37 eV, HOMO energy -9.38 eV. Number 2: DFT total energy -364.23520 a.u., HOMO-LUMO gap 10.31 eV, HOMO energy -9.73 eV. Number 3: DFT total energy -364.16030 a.u., HOMO-LUMO gap 9.88 eV, HOMO energy -9.29 eV. Number 4: DFT total energy -364.25858 a.u., HOMO-LUMO gap 10.55 eV, HOMO energy -9.79 eV.